Entry 1:
{
  "formula": "C2H3FS3",
  "method": "the ωB97M-V functional and the def2-TZVPD basis",
  "elements": ["H", "C", "F", "S", "S", "H", "H", "S", "C"],
  "xyz": [[-2.92, -1.93, 0.70], [1.64, 0.78, -0.29], [2.25, -0.37, -0.55], [-1.72, -0.20, -1.52], [-2.03, -1.18, 1.36], [1.01, 1.11, -1.14], [2.44, 1.61, 0.04], [0.88, 0.59, 1.37], [-1.55, -0.39, 0.03]],
  "total_energy_ha": -1372.3038,
  "homo_lumo_gap_ev": [8.08, 6.58],
  "e_homo_ev": [-9.2, -8.2],
  "e_above_lowest_ev": 2.622
}

***

Entry 2:
{
  "formula": "C3H4N2O2",
  "method": "the ωB97M-V functional and the def2-TZVPD basis",
  "elements": ["C", "H", "O", "H", "O", "H", "N", "N", "H", "C", "C"],
  "xyz": [[-0.26, 1.22, -0.11], [1.96, 0.70, 0.25], [0.17, 1.22, 1.26], [-0.13, 2.12, -0.70], [-0.86, -0.76, -1.45], [1.18, -1.56, -0.01], [-1.30, 0.32, -0.39], [0.54, -0.95, 0.46], [-1.46, -1.73, 0.34], [-0.79, -0.99, -0.10], [0.93, 0.41, 0.44]],
  "total_energy_ha": -376.5623,
  "homo_lumo_gap_ev": 10.04,
  "smiles": "N1[C@@H]2O[C@@H]2N2O[C@@H]12",
  "e_homo_ev": -9.2,
  "e_above_lowest_ev": 5.482
}

***

Entry 3:
{
  "formula": "C42H46NO13",
  "method": "the ωB97M-V functional and the def2-TZVPD basis",
  "elements": ["C", "O", "C", "C", "H", "H", "C", "H", "H", "C", "C", "C", "O", "H", "C", "H", "H", "H", "O", "H", "C", "H", "N", "H", "O", "C", "C", "C", "H", "O", "H", "H", "H", "H", "H", "C", "H", "O", "C", "O", "H", "H", "C", "H", "H", "H", "C", "C", "H", "C", "C", "H", "H", "O", "C", "H", "H", "H", "C", "H", "O", "C", "C", "O", "C", "C", "H", "H", "C", "H", "H", "O", "O", "C", "H", "C", "H", "C", "C", "H", "C", "C", "C", "C", "H", "H", "C", "O", "H", "C", "C", "H", "C", "H", "H", "C", "H", "C", "C", "H", "H", "C"],
  "xyz": [[12.21, -1.69, 1.90], [6.21, -6.40, 1.36], [-1.34, -4.03, -5.77], [-2.33, -2.98, -5.42], [-1.17, -3.43, -9.17], [-4.38, 2.89, -2.27], [1.14, -0.65, -0.87], [-0.75, -1.37, -0.17], [4.12, -5.80, 2.77], [-0.40, -0.62, -0.88], [6.12, -2.87, 1.02], [12.70, -2.94, 2.53], [13.87, -3.11, 2.78], [-5.82, 9.74, 0.53], [-3.99, 4.59, -1.07], [3.76, 0.12, 5.11], [-6.14, -1.45, -3.40], [-0.14, -1.51, -2.76], [2.96, 1.39, 7.23], [-5.94, -3.23, -1.72], [-6.43, 6.47, 1.46], [12.06, -4.90, 3.30], [-5.08, -1.98, -0.25], [-8.15, 5.81, 2.63], [-3.27, 0.16, -1.78], [1.38, 2.55, 5.93], [-3.46, 0.79, -0.50], [-0.94, -4.16, -7.19], [-7.01, -1.96, -1.11], [4.53, -1.42, 1.97], [-0.66, 0.39, -0.58], [-1.01, -0.02, -2.89], [-5.25, -2.77, 0.38], [-5.36, -1.15, 0.28], [-4.23, 5.16, -1.97], [0.85, 2.75, 4.72], [3.33, -3.45, 3.05], [0.85, 2.20, 2.44], [5.83, -5.26, 1.50], [-5.95, 5.35, 1.35], [-3.03, -1.80, 0.25], [0.79, -0.35, 1.23], [9.92, -2.56, 1.94], [-5.25, 2.86, -0.69], [2.78, 0.50, 2.86], [10.54, -0.61, 1.17], [2.96, 0.83, 4.94], [2.43, 1.03, 3.74], [-2.30, 2.36, -1.35], [-2.44, -2.31, -7.78], [-2.84, -2.18, -6.35], [7.42, -4.38, 0.29], [6.63, -2.03, 0.57], [-4.21, -1.56, -2.89], [-8.21, 7.91, 2.32], [-0.21, -4.93, -7.42], [-2.92, 4.70, -0.91], [-2.81, 2.63, 0.30], [-1.45, -3.36, -8.12], [-4.51, 0.75, -0.19], [8.74, -2.40, 1.69], [-6.29, 8.86, 0.97], [-3.63, -2.02, -0.62], [-2.91, -1.58, -8.62], [1.34, 2.01, 3.54], [11.69, -3.99, 2.84], [-2.79, 0.42, 0.27], [-4.84, 7.46, 0.31], [-6.00, -2.18, -1.44], [-4.46, 5.01, -0.18], [-2.60, -2.91, -4.38], [-8.03, 10.20, 1.82], [-2.08, -1.76, -2.35], [-7.69, 6.69, 2.20], [0.05, 3.46, 4.55], [10.92, -1.51, 1.62], [-5.68, -0.19, -2.28], [2.48, 1.57, 6.13], [-0.92, -0.92, -2.28], [-3.56, -1.41, -6.12], [4.20, -3.70, 2.46], [-3.26, -1.22, -1.88], [6.54, -4.13, 0.87], [-5.53, -1.24, -2.53], [1.04, 3.09, 6.81], [9.65, -4.56, 2.78], [1.63, -0.26, 0.55], [-0.87, -4.76, -4.91], [1.50, -1.63, -1.18], [4.63, -4.95, 2.31], [-5.76, 7.65, 0.85], [-3.41, -3.06, -0.85], [4.92, -2.57, 1.83], [1.44, 0.12, -1.56], [1.88, 0.79, 0.56], [10.40, -3.81, 2.56], [2.45, -0.87, 0.89], [-3.15, 2.28, -0.67], [-7.55, 9.09, 1.71], [12.96, -0.94, 1.68], [-9.13, 8.09, 2.85], [-4.32, 3.09, -1.20]],
  "total_charge": 1,
  "total_energy_ha": -2660.4432,
  "homo_lumo_gap_ev": 8.28,
  "e_homo_ev": -11.5,
  "e_above_lowest_ev": 0.631
}

***

Entry 4:
{
  "formula": "C35H42FN8O3Ti",
  "method": "the ωB97M-V functional and the def2-TZVPD basis",
  "elements": ["C", "H", "C", "C", "H", "C", "H", "H", "H", "H", "H", "H", "H", "N", "C", "H", "H", "C", "O", "F", "H", "H", "H", "C", "O", "C", "H", "N", "H", "C", "H", "C", "C", "H", "Ti", "N", "C", "C", "C", "N", "C", "C", "C", "H", "H", "C", "H", "H", "N", "H", "C", "H", "N", "C", "C", "C", "C", "C", "H", "O", "C", "H", "H", "N", "H", "C", "H", "C", "C", "H", "C", "C", "H", "H", "N", "H", "C", "H", "C", "H", "H", "H", "C", "H", "H", "H", "H", "C", "C", "H"],
  "xyz": [[1.87, 3.44, 0.50], [6.24, 3.04, -3.78], [0.61, 3.73, -0.01], [-1.91, 0.97, 4.59], [0.03, 3.56, -5.01], [-2.25, -0.82, 6.41], [-0.22, -3.18, 0.95], [0.61, 1.16, -4.69], [5.99, -0.45, -1.91], [2.19, -0.42, 0.92], [1.00, 3.41, -3.54], [4.81, 3.06, -1.77], [-2.27, -3.50, 4.48], [-3.89, -3.74, 0.27], [-1.21, -3.61, 0.82], [-2.95, -5.32, -0.72], [-2.48, -2.92, 7.11], [1.07, 0.79, -2.06], [-0.23, -0.54, 1.05], [4.57, 0.06, -0.02], [-2.00, 1.84, 5.24], [-2.54, 2.49, 2.07], [-2.18, 0.89, -2.71], [1.98, 2.76, 1.71], [-3.71, -0.20, -1.14], [-5.33, -3.97, 0.10], [-1.11, 1.39, -4.51], [4.73, 1.14, -2.60], [-2.29, -0.23, 7.31], [5.48, 2.21, -1.94], [5.00, -0.80, -3.32], [-2.09, -0.34, 5.12], [-2.80, -0.03, -0.36], [2.76, 3.76, -0.03], [-1.81, -0.86, 2.26], [-1.68, 1.08, 3.33], [0.84, 2.39, 2.41], [-0.43, 2.70, 1.91], [-0.15, 1.64, -4.07], [7.50, 1.49, -3.14], [1.03, 0.25, -0.76], [-1.61, -3.64, -0.65], [-0.53, 3.35, 0.69], [-1.51, 3.60, 0.30], [-1.19, -4.62, 1.23], [5.58, -0.02, -2.84], [2.95, 2.54, 2.12], [2.39, 1.50, -3.64], [-0.12, 1.02, -2.73], [-3.44, -3.98, -1.74], [-1.67, 2.41, 2.72], [7.93, 1.16, -2.27], [-4.36, -2.53, 2.18], [-1.28, 0.72, -2.14], [2.31, 1.08, -2.65], [-6.08, -2.71, 0.48], [-5.79, -2.40, 1.94], [-3.00, -4.23, -0.78], [-1.77, 3.17, 3.50], [-2.92, 0.01, 0.94], [0.05, 3.15, -4.00], [0.93, 1.87, 3.36], [-4.00, -2.28, 3.09], [-2.09, -1.39, 4.22], [8.26, 1.78, -3.76], [-2.35, -2.22, 6.30], [0.51, 4.27, -0.94], [-3.46, -3.04, 1.32], [6.72, 0.36, -3.76], [-5.65, -4.82, 0.70], [-1.40, 0.21, -0.87], [6.61, 2.67, -2.83], [-6.10, -1.39, 2.20], [7.22, 3.43, -2.35], [-2.17, -2.79, 1.57], [7.40, -0.47, -3.93], [3.41, 0.28, -0.68], [6.35, 0.73, -4.72], [-0.24, -0.05, -0.12], [-7.15, -2.84, 0.34], [-5.74, -1.88, -0.15], [-1.60, -2.62, -1.04], [3.48, 0.83, -1.97], [5.87, 1.91, -0.95], [-6.33, -3.10, 2.59], [-0.91, -4.23, -1.24], [-0.75, 3.61, -3.43], [2.23, -0.01, -0.08], [-2.25, -2.53, 4.96], [-5.50, -4.22, -0.95]],
  "total_charge": 2,
  "total_energy_ha": -2971.7539,
  "homo_lumo_gap_ev": [6.68, 6.73],
  "e_homo_ev": [-11.7, -11.8],
  "spin_multiplicity": 2,
  "e_above_lowest_ev": 0.000
}

***

Entry 5:
{
  "formula": "C31H61I2N3O11P",
  "method": "the ωB97M-V functional and the def2-TZVPD basis",
  "elements": ["H", "C", "C", "H", "O", "C", "H", "O", "H", "H", "O", "H", "H", "H", "C", "H", "C", "C", "H", "O", "H", "H", "H", "H", "H", "H", "H", "C", "H", "H", "H", "N", "H", "H", "O", "C", "C", "C", "C", "H", "C", "H", "O", "H", "H", "H", "H", "C", "I", "H", "H", "C", "H", "C", "I", "O", "C", "C", "H", "H", "C", "H", "C", "H", "C", "C", "H", "H", "C", "H", "C", "H", "H", "C", "H", "H", "C", "H", "O", "C", "H", "H", "O", "H", "O", "N", "H", "H", "H", "H", "H", "H", "H", "H", "H", "C", "P", "C", "C", "H", "C", "H", "C", "H", "N", "H", "H", "O", "H"],
  "xyz": [[3.57, -1.60, 6.37], [1.46, -2.54, 2.52], [-4.44, -1.23, 1.62], [-0.43, 4.43, -4.83], [-3.45, 0.58, 2.92], [-4.70, 0.06, 2.40], [1.17, 0.09, 5.41], [-3.84, -0.02, 5.36], [0.55, -3.40, 0.81], [1.78, 10.30, -6.92], [-1.86, -3.74, -2.72], [2.40, -2.92, 6.29], [-1.25, -4.25, 1.98], [-0.69, 0.40, 1.63], [-0.41, 9.09, -8.15], [4.78, -4.04, 5.17], [3.47, -2.68, 6.27], [1.37, 3.46, -5.62], [-5.15, -2.00, 1.90], [2.65, -2.44, 3.25], [2.27, -4.16, 4.37], [-1.79, 2.66, 5.02], [0.16, 2.06, 3.64], [-2.00, -2.87, -4.52], [-4.36, -2.62, 4.99], [1.13, 2.08, -2.68], [-1.30, 1.60, -2.95], [-3.76, -2.37, 5.86], [-3.43, -1.60, 1.82], [-2.99, -5.13, -4.72], [0.17, -5.97, 0.48], [0.79, -0.28, 2.92], [-0.33, 0.67, -4.10], [-4.54, -1.08, 0.55], [1.00, -5.97, 0.97], [2.72, 0.54, 0.46], [1.29, -3.71, 1.56], [1.34, -1.14, 1.81], [-1.12, -4.33, -1.78], [2.73, 9.44, -5.72], [3.11, -3.62, 3.92], [-0.79, -4.93, 3.54], [1.49, 2.58, -4.58], [-1.22, 2.09, -4.64], [4.19, 0.37, -1.10], [0.42, 9.39, -8.78], [0.80, -5.05, -1.36], [2.60, -0.63, 1.10], [4.31, -1.86, 0.93], [-0.69, 9.92, -7.51], [-5.41, -0.11, 3.21], [0.07, -5.19, -2.15], [-0.56, 3.75, -6.46], [-0.69, -5.06, 2.46], [1.15, 1.91, 0.27], [-4.37, 2.32, 4.60], [0.57, 2.53, -3.50], [4.12, -3.20, 4.98], [-2.26, -1.26, 4.80], [-5.13, 0.83, 1.76], [-0.65, 1.67, -3.82], [-1.29, 1.04, 5.45], [-2.96, -1.11, 5.63], [3.58, -4.28, 3.19], [-0.12, 7.90, -7.27], [0.78, -5.07, 2.06], [-1.67, -4.92, -5.88], [-1.28, 2.32, 2.67], [3.95, 1.04, -0.27], [-0.53, -2.65, 3.21], [2.59, 9.59, -6.79], [0.35, 5.23, -6.18], [3.80, 2.04, -0.67], [-0.82, 1.65, 3.39], [3.50, 10.02, -7.20], [-4.40, -2.27, 6.74], [-1.91, -4.99, -4.82], [-1.25, 8.84, -8.79], [2.26, 3.51, -6.41], [0.61, -1.16, 3.96], [-0.41, -3.54, -4.22], [-1.42, -5.88, -4.42], [-1.45, -4.19, -0.62], [0.28, 3.53, -3.18], [1.14, 7.62, -6.90], [0.40, -2.49, 3.58], [4.80, 1.06, 0.41], [3.10, 7.57, -7.31], [-3.07, -3.20, 6.05], [-0.25, -6.23, -2.16], [0.53, -4.95, -3.10], [-1.36, -0.42, 3.01], [4.71, -2.40, 4.53], [2.17, 8.38, -8.55], [-2.37, -0.86, 6.52], [-1.71, 1.64, 4.64], [-3.46, 1.20, 4.39], [0.10, 4.26, -5.76], [-0.59, 0.30, 2.70], [2.23, -3.87, 1.03], [-1.48, -3.73, -4.11], [-1.16, -6.01, 2.23], [2.29, 8.27, -7.47], [0.21, -1.28, 5.93], [0.67, -0.76, 5.19], [3.92, -3.12, 7.16], [0.56, -1.19, 1.04], [-1.00, 7.20, -6.84], [1.38, -5.47, 2.88]],
  "total_charge": 1,
  "total_energy_ha": -3146.2623,
  "homo_lumo_gap_ev": 7.87,
  "e_homo_ev": -11.3
}

***

Entry 6:
{
  "formula": "C27H56NO12S2",
  "method": "the ωB97M-V functional and the def2-TZVPD basis",
  "elements": ["H", "H", "C", "C", "H", "H", "S", "C", "C", "O", "C", "O", "C", "C", "H", "O", "C", "H", "H", "O", "C", "H", "H", "H", "C", "O", "H", "H", "C", "H", "H", "C", "C", "O", "H", "H", "O", "C", "H", "H", "H", "H", "H", "H", "H", "H", "C", "H", "H", "O", "C", "H", "H", "C", "H", "C", "H", "H", "O", "C", "H", "H", "H", "C", "N", "S", "H", "H", "H", "H", "C", "H", "H", "H", "H", "C", "H", "H", "O", "H", "H", "H", "H", "H", "C", "H", "H", "C", "H", "C", "H", "O", "O", "H", "C", "H", "H", "C"],
  "xyz": [[-3.02, -0.24, 8.59], [4.35, 1.52, -5.81], [-1.90, 0.43, 6.91], [0.40, 2.41, -0.71], [-0.12, -5.22, 3.66], [4.84, 1.72, -2.15], [2.00, 2.39, 0.06], [-2.35, -0.69, 4.00], [1.75, 4.46, -5.32], [3.76, 3.15, -4.83], [6.48, 5.15, -7.23], [4.47, 0.20, 1.19], [-1.54, -4.04, 2.59], [-3.82, -4.18, 0.42], [-3.12, -0.35, -1.53], [-4.27, 0.73, 7.26], [0.24, 0.01, -0.04], [-2.61, -2.33, 5.29], [4.63, -0.57, -1.69], [3.45, -1.65, 0.45], [-1.87, 1.34, 2.94], [2.28, 1.74, -2.22], [1.28, 5.40, -4.98], [-1.28, -0.82, 3.81], [3.17, 4.43, -4.83], [-1.72, -3.34, 1.38], [3.15, 4.73, -3.78], [-5.69, -5.69, 2.63], [3.96, -0.54, 0.35], [-4.23, -3.20, 0.69], [-2.89, -1.27, 3.23], [4.19, 1.52, -1.28], [-2.69, -1.25, 5.36], [5.29, 4.39, -7.19], [1.20, 3.63, -4.87], [3.39, 2.63, -6.81], [-1.30, -1.24, -1.53], [3.93, 0.03, -1.10], [-2.34, -0.43, 0.07], [-1.34, 1.21, -2.30], [-3.72, -0.99, 5.62], [-4.22, -4.46, -0.57], [1.30, 0.14, 0.14], [-0.96, 0.59, 7.45], [5.87, 2.42, -7.33], [-6.26, 0.44, 7.49], [-5.50, -4.93, 1.87], [6.24, 6.11, -7.66], [4.70, 1.88, -0.38], [-2.71, 0.68, 3.87], [4.17, 2.57, -6.05], [-2.31, 1.92, -0.98], [-2.82, 1.52, 8.49], [0.45, 3.87, -7.19], [0.27, 2.86, -6.79], [-3.02, 0.61, 7.90], [3.79, 5.16, -5.38], [1.08, -6.15, 0.76], [1.68, 4.38, -6.74], [-2.32, -4.06, 0.31], [-2.24, 2.36, 2.83], [0.50, 3.81, -8.28], [-2.46, -4.56, 2.88], [-1.59, 1.13, -1.23], [-0.36, 1.31, -0.45], [-0.12, 3.70, -1.61], [-1.89, 0.85, 1.96], [-0.19, -0.31, 0.92], [-1.34, -3.27, 3.34], [3.03, 3.31, -1.91], [2.90, 2.30, -1.52], [-1.87, -5.05, 0.19], [6.89, 5.30, -6.22], [0.50, -4.48, 2.17], [-0.84, 1.37, 3.29], [5.47, 3.12, -6.58], [-5.44, 1.01, 8.96], [-6.26, -5.03, 1.08], [-4.21, -5.15, 1.38], [1.18, -7.12, 2.24], [2.93, -0.22, -1.50], [0.71, -0.99, -1.91], [6.19, 3.19, -5.76], [0.34, -2.02, -0.52], [0.51, -6.81, 1.43], [-1.97, 1.18, 6.11], [-0.39, 4.51, -6.91], [-5.35, 0.36, 8.08], [-2.12, -3.47, -0.58], [-0.36, -4.99, 2.61], [-5.60, -3.94, 2.33], [-0.65, -6.18, 1.91], [-1.79, -0.87, 6.38], [7.25, 4.66, -7.85], [-2.16, -0.25, -1.00], [-5.25, -0.68, 8.43], [0.20, -7.69, 0.87], [0.05, -1.11, -1.04]],
  "total_charge": -1,
  "total_energy_ha": -2816.2543,
  "homo_lumo_gap_ev": 6.81,
  "e_homo_ev": -4.6,
  "e_above_lowest_ev": 0.000
}

***

Entry 7:
{
  "formula": "C9H14O",
  "method": "the ωB97M-V functional and the def2-TZVPD basis",
  "elements": ["H", "C", "H", "H", "C", "H", "H", "H", "H", "H", "H", "C", "C", "H", "C", "H", "O", "C", "H", "C", "H", "C", "H", "C"],
  "xyz": [[3.58, -1.37, 2.34], [-0.88, 1.00, -0.16], [-1.09, -0.28, 1.69], [1.21, 0.29, 1.58], [-1.60, -1.26, -0.08], [-0.83, 3.15, -1.41], [-1.84, -0.11, -3.24], [-0.67, 1.97, 0.38], [-1.41, -3.23, 0.14], [2.17, 0.55, 3.14], [2.64, -1.54, 0.90], [-0.92, 1.02, -1.60], [-0.68, 2.36, -2.17], [1.24, -0.83, 3.02], [-1.86, -1.14, -1.40], [3.56, 0.03, 1.18], [-1.71, -2.44, 0.59], [1.83, -0.15, 2.39], [-2.22, -2.04, -1.92], [-1.60, -0.04, -2.18], [0.40, 2.39, -2.38], [-1.02, -0.14, 0.61], [-1.30, 2.60, -3.03], [3.00, -0.81, 1.61]],
  "total_energy_ha": -426.5257,
  "homo_lumo_gap_ev": 9.27,
  "smiles": "Cc1ccc(O)cc1.CC",
  "e_homo_ev": -8.4,
  "e_above_lowest_ev": 1.282
}